Density functional theory data (ωB97M-V/def2-TZVPD) for C5H17CuF2N3O3S2Si2 as an isolated structure.

```
35
C5H17CuF2N3O3S2Si2 (ωB97M-V/def2-TZVPD)
N -1.1431 1.5251 1.5385
C -0.3566 2.0793 0.4474
N -0.6264 3.5121 0.3511
N 1.0629 1.7679 0.7033
C -0.7650 1.4342 -0.8906
Si -0.5140 -0.4126 -1.0492
C -1.9026 -1.4650 -0.4221
C -1.6996 -2.0168 1.0048
C -3.0214 -2.4017 1.6475
F -3.6997 -3.2758 0.8028
O 0.8726 -1.0290 -0.3434
Si 2.3406 -0.9543 -0.9477
S 2.6693 0.7168 -2.2969
S 3.8893 -0.6124 0.5964
O 5.0494 -1.3001 0.1264
O 3.3586 -0.7570 1.9110
F 4.1858 0.9358 0.3863
H -1.8606 0.8790 1.2529
H -0.5740 1.1111 2.2621
H 0.0049 4.0474 0.9351
H -0.5218 3.8517 -0.5959
H 1.3515 2.1891 1.5829
H 1.6123 2.2397 -0.0083
H -0.2646 1.9685 -1.7081
H -1.8419 1.5904 -1.0462
H -0.3473 -0.6741 -2.5403
H -2.8512 -0.9216 -0.5135
H -1.9896 -2.3146 -1.1087
H -1.1990 -1.2980 1.6620
H -1.0761 -2.9129 0.9501
H -3.6641 -1.5303 1.8097
H -2.8686 -2.9072 2.6031
H 2.7025 -2.2094 -1.6291
H 1.9305 0.3119 -3.3587
Cu 1.7567 -1.1672 -4.1147
```

Results
charge	+1
ΔE to the lowest compared entry with this formula, charge and spin	0.0	kcal per mole
HOMO-LUMO gap	5.12	eV

Density functional theory data (ωB97M-V/def2-TZVPD) for one molecule with the formula C4H7N.

```
12
C4H7N (ωB97M-V/def2-TZVPD)
C 1.7347 0.3286 0.1309
C 0.8924 -0.6785 -0.1135
C -0.5380 -0.5141 -0.5165
C -1.2506 0.7208 -0.1571
N -1.5670 -0.5691 0.5321
H 1.4617 1.3858 0.0408
H 2.7599 0.0758 0.4623
H 1.2431 -1.7084 -0.0131
H -0.8374 -1.0435 -1.4247
H -0.7195 1.4746 0.4072
H -2.0656 1.1038 -0.7921
H -1.1137 -0.5759 1.4437
```

Results
structure (SMILES)	C=C[C@@H]1CN1
ΔE to the lowest compared entry with this formula, charge and spin	40.2	kcal per mole
HOMO-LUMO gap	10.69	eV

Density functional theory data (ωB97M-V/def2-TZVPD) for an isolated ion of composition C7H13N2O2S and charge +1.

```
25
C7H13N2O2S (ωB97M-V/def2-TZVPD)
C 2.6033 0.9761 0.8502
C 1.2985 0.2174 0.6839
O 0.3475 0.5399 1.7175
C 0.6339 0.4867 -0.6702
O 0.4325 1.8499 -0.7626
N -0.7070 -0.3222 -0.7273
C -1.4227 -0.0863 -2.0152
C -0.2736 -1.7836 -0.4789
C -1.0063 -2.1550 0.7473
N -1.8793 -1.1491 1.0502
C -1.7383 -0.0768 0.3010
S -2.6951 1.1824 0.4538
H 2.3795 1.9842 0.7649
H 3.0732 0.7023 1.7412
H 3.2375 0.7873 -0.0650
H 1.5532 -0.8343 0.8875
H 0.5687 1.5245 1.8443
H 1.1623 0.1042 -1.6189
H 0.0994 2.1435 0.0607
H -2.4185 0.4631 -1.7687
H -0.8266 0.7515 -2.5157
H -1.5488 -0.9174 -2.6743
H 0.5053 -2.1995 -1.0284
H -0.9161 -3.0235 1.3360
H -2.4624 -1.1652 1.8867
```

Results
structure (SMILES)	C[C@@H](O)[C@H](O)[N@@+]1(C)C=CNC1=S
charge	+1
ΔE to the lowest compared entry with this formula, charge and spin	66.3	kcal per mole
HOMO-LUMO gap	8.44	eV

Density functional theory data (ωB97M-V/def2-TZVPD) for a 3-piece molecular cluster, C14H33N3O5 overall.

```
55
C14H33N3O5 (ωB97M-V/def2-TZVPD)
C -1.4619 -2.4469 2.4245
N -0.3366 -1.9114 1.5149
C 0.8675 -2.7632 1.8516
C -0.7391 -2.0203 0.0544
O -0.7136 -3.2297 -0.5723
C -1.2824 -0.7638 -0.8787
C -1.1391 0.7089 -0.1728
O 0.2824 1.1500 -0.0230
C 0.2980 2.5665 -0.4837
O -0.4154 3.5561 0.1103
H -2.3868 -1.7067 2.4671
H -1.8388 -3.5045 2.0946
H -1.0921 -2.5471 3.5488
H 1.8632 -2.2835 1.4176
H 1.0658 -2.8627 3.0245
H 0.8112 -3.8720 1.4458
H -2.3825 -0.9299 -1.2417
H -0.6078 -0.7343 -1.8618
H -1.6227 1.4898 -0.9346
H -1.7418 0.7982 0.8386
H 0.9667 2.8895 -1.4008
C -4.3435 7.8010 -0.3082
O -3.4438 6.7720 -0.6912
C -2.0618 7.1226 -0.5726
C -1.4881 6.9692 0.8555
C -1.8986 8.0960 1.8006
N -1.8678 5.6819 1.4540
H -3.9652 8.7962 -0.5588
H -4.5602 7.7304 0.7592
H -5.2844 7.6430 -0.8446
H -1.5249 6.4255 -1.2271
H -1.8792 8.1262 -0.9756
H -0.3949 7.0010 0.7738
H -2.9344 8.0065 2.1393
H -1.2696 8.0872 2.6985
H -1.7783 9.0738 1.3220
H -1.5075 4.9299 0.8652
H -2.8839 5.5924 1.3636
C 3.9060 -7.6695 -2.5628
O 4.5349 -7.1008 -1.4244
C 4.3077 -5.6973 -1.2647
C 2.9632 -5.3448 -0.5864
C 1.7594 -5.4766 -1.5164
N 2.7326 -6.1634 0.6121
H 3.8785 -6.9776 -3.4095
H 2.8987 -8.0025 -2.3065
H 4.4786 -8.5546 -2.8573
H 5.1158 -5.3413 -0.6143
H 4.4278 -5.1726 -2.2203
H 3.0178 -4.2934 -0.2791
H 1.4715 -6.5173 -1.6891
H 0.8870 -4.9742 -1.0824
H 1.9601 -5.0114 -2.4873
H 3.4944 -5.9979 1.2711
H 2.8581 -7.1427 0.3402
```

Results
structure (SMILES)	CN(C)C(=O)CCOC=O.COC[C@@H](C)N.COC[C@@H](C)N
HOMO-LUMO gap	8.60	eV

Density functional theory data (ωB97M-V/def2-TZVPD) for a 4-piece molecular cluster, C12H12F4O12 overall.

```
40
C12H12F4O12 (ωB97M-V/def2-TZVPD)
O -6.1873 0.9440 2.5849
C -5.1432 0.5026 2.2260
O -4.2818 1.0809 1.3674
C -3.0535 0.3422 1.4163
C -3.5353 -0.9918 1.8823
F -2.5222 -1.5865 2.5840
O -4.6321 -0.6509 2.7208
H -2.5572 0.2624 0.4504
H -2.3605 0.8580 2.0812
H -3.7735 -1.7094 1.0957
O 5.2561 -3.7620 -2.4990
C 4.5713 -3.4969 -3.4110
O 3.3952 -4.1738 -3.6969
C 2.5795 -3.2104 -4.3163
C 3.5865 -2.4265 -5.1353
F 3.1983 -1.1405 -5.3560
O 4.7592 -2.5393 -4.3445
H 1.8458 -3.6644 -4.9800
H 2.0483 -2.5051 -3.6688
H 3.6843 -2.8847 -6.1257
O 3.0591 -3.1476 -0.0973
C 2.2298 -2.2927 -0.0950
O 1.3730 -2.0788 -1.1154
C 0.7163 -0.8349 -0.9083
C 0.8580 -0.6340 0.6361
F -0.3128 -0.9511 1.2455
O 1.8744 -1.5617 0.9505
H 1.1038 -0.0062 -1.4985
H -0.3385 -0.9486 -1.1481
H 1.2072 0.3639 0.8802
O 0.6841 2.1662 2.0553
C 0.0188 3.1235 2.2983
O -0.5612 3.3287 3.4993
C -1.4891 4.3960 3.3853
C -1.0428 5.0642 2.0678
F -0.0292 5.9432 2.4088
O -0.3926 4.0217 1.3897
H -2.5317 4.0671 3.3990
H -1.4633 5.1233 4.1958
H -1.8412 5.6097 1.5757
```

Results
structure (SMILES)	O=C1OC[C@@H](F)O1.O=C1OC[C@@H](F)O1.O=C1OC[C@@H](F)O1.O=C1OC[C@@H](F)O1
ΔE to the lowest compared entry with this formula, charge and spin	28.8	kcal per mole
HOMO-LUMO gap	11.18	eV

Density functional theory data (ωB97M-V/def2-TZVPD) for one molecule with the formula C3H3NO2S2.

```
11
C3H3NO2S2 (ωB97M-V/def2-TZVPD)
O -1.8819 -0.1181 1.8306
C -0.9867 0.1977 1.0989
O -0.4741 1.5064 1.0747
N 0.4968 1.5383 0.0789
C 0.6738 0.3004 -0.5332
S 1.6877 0.2149 -1.9806
C -0.2112 -0.5425 0.0151
S -0.5082 -2.2743 -0.2292
H 0.7948 2.4946 -0.1714
H 2.0140 -1.0838 -1.7704
H -1.6049 -2.2336 0.5866
```

Results
structure (SMILES)	O=c1o[nH]c(S)c1S
ΔE to the lowest compared entry with this formula, charge and spin	40.3	kcal per mole
HOMO-LUMO gap	8.60	eV

Density functional theory data (ωB97M-V/def2-TZVPD) for H18O9Xe as an isolated structure.

```
28
H18O9Xe (ωB97M-V/def2-TZVPD)
Xe -0.4622 -0.1119 0.1894
O -1.9302 -2.1380 -2.6150
H -2.6686 -2.4276 -2.0791
H -1.4575 -1.5194 -2.0580
O 2.9106 1.4068 -0.2083
H 3.3384 2.2195 0.0615
H 3.5156 1.0145 -0.8377
O -0.6393 3.8467 -0.3983
H -0.2098 3.0413 -0.6866
H -0.1156 4.1450 0.3454
O -1.7395 -2.4130 2.6884
H -2.3296 -2.7743 2.0270
H -1.7617 -3.0494 3.4031
O 1.3091 -2.6922 2.9031
H 0.3800 -2.5849 2.6994
H 1.4863 -2.0301 3.5712
O 0.9009 2.0725 -2.0763
H 1.5387 1.7582 -1.4354
H 1.3705 2.7419 -2.5738
O -1.8249 2.0509 2.7523
H -1.4919 1.8792 3.6331
H -1.0402 2.1881 2.2216
O 1.4746 -3.1112 -0.8896
H 1.4266 -2.6525 -0.0508
H 1.2124 -4.0093 -0.6873
O -1.3975 1.0491 -3.0960
H -0.5282 1.3147 -2.7961
H -1.2669 0.7855 -4.0069
```

Results
ΔE to the lowest compared entry with this formula, charge and spin	23.6	kcal per mole
HOMO-LUMO gap	10.29	eV

Density functional theory data (ωB97M-V/def2-TZVPD) for C14H27Cl3OSiZr as an isolated structure.

```
47
C14H27Cl3OSiZr (ωB97M-V/def2-TZVPD)
C -0.7300 0.8341 -3.2001
C -1.5823 -0.2409 -2.7925
C -0.7378 -1.3680 -2.5260
C -3.0596 -0.2381 -2.8106
C 0.6169 -0.9873 -2.8109
C 0.6109 0.3480 -3.2799
C 1.8253 1.0867 -3.7009
C -1.1677 2.2004 -3.4924
C -1.1741 -2.7364 -2.2304
C 1.8050 -1.8573 -2.7179
Zr 0.7796 0.4959 0.7948
Cl -3.9666 -1.0771 0.7749
Cl -0.6614 2.2984 0.9840
Cl 0.5291 -1.8647 0.7770
H -3.3176 0.7618 -2.4275
H -3.3560 -0.9167 -1.9900
H -3.5345 -0.4410 -3.8151
H -1.9182 -2.6144 -1.4374
H -0.3500 -3.3084 -1.7988
H -1.5904 -3.3595 -3.0543
H 1.7290 -2.5520 -1.8681
H 2.7362 -1.2761 -2.6298
H 1.9716 -2.4826 -3.6142
H 2.4107 0.4556 -4.3973
H 2.4858 1.4730 -2.8808
H 1.5142 1.9112 -4.3552
H -2.0275 2.4580 -2.8499
H -1.5383 2.2860 -4.5276
H -0.3295 2.9148 -3.3913
O 2.1827 1.1526 -0.2056
H 2.1541 1.8844 -1.0125
C -1.0519 1.2573 4.3259
Si 0.5897 0.3187 4.2519
C 1.4567 0.7634 5.8677
C -0.0078 -1.4520 4.3995
C 1.6422 0.7385 2.8472
H -1.5137 1.1889 5.3279
H -1.8131 0.8924 3.6273
H -0.9672 2.3335 4.1324
H 0.8111 0.6642 6.7586
H 2.3497 0.1282 5.9596
H 1.8380 1.7927 5.7783
H -0.8224 -1.7038 3.7117
H 0.7929 -2.1626 4.1802
H -0.3620 -1.6723 5.4176
H 2.2481 1.6130 3.1417
H 2.5003 0.0595 2.7585
```

Results
charge	-2
ΔE to the lowest compared entry with this formula, charge and spin	20.1	kcal per mole
HOMO-LUMO gap	4.54	eV

Density functional theory data (ωB97M-V/def2-TZVPD) for a 9-piece molecular cluster, C66H92N10O2 overall.

```
170
C66H92N10O2 (ωB97M-V/def2-TZVPD)
C 2.6040 -3.0799 3.3728
C 1.9405 -2.5255 2.1137
C 1.2644 -1.1718 2.2941
C 0.1626 -1.1357 3.3475
C -1.1782 -1.6265 2.8250
C -1.9110 -0.6170 1.9676
C -2.2810 0.6684 2.4197
C -2.0468 1.1511 3.8378
C -0.8037 2.0717 3.9054
C -1.0559 3.5220 4.3492
C -0.8317 4.4830 3.1801
C 0.6494 4.7178 2.9228
C 0.9715 5.8385 1.9299
C 0.1407 5.8576 0.6309
C 0.7380 5.1201 -0.6017
C -0.2946 4.2257 -1.2934
C -0.6236 2.8976 -0.6067
C 0.4090 1.7887 -0.8633
C 1.5681 1.7596 0.1335
N 2.8731 1.5388 -0.4647
C 3.2761 1.7283 -1.7547
C 4.6059 1.3999 -1.8746
C 5.0322 0.9959 -0.5859
C 3.9530 1.0897 0.2617
C -2.9440 1.5582 1.5597
C -3.2760 1.2224 0.2475
C -2.9082 -0.0375 -0.1895
C -2.2475 -0.9253 0.6376
C -1.9734 -2.1455 -0.1750
O -1.6448 -3.2280 0.1822
N -2.2379 -1.8300 -1.5480
C -1.0068 -1.4917 -2.3463
C -1.3034 -1.6646 -3.8245
C -0.4319 -0.8392 -4.8003
C 0.0791 -1.7181 -5.9620
C 0.7501 -0.1252 -4.1372
C -3.1039 -0.6933 -1.5091
O -3.8687 -0.3756 -2.3568
H 3.6794 -3.1580 3.2693
H 2.2181 -4.0655 3.6097
H 2.4206 -2.4649 4.2491
H 1.2207 -3.2256 1.6952
H 2.7079 -2.3914 1.3567
H 0.8988 -0.8144 1.3310
H 2.0204 -0.4454 2.5972
H 0.4648 -1.7813 4.1694
H 0.1112 -0.1403 3.7595
H -1.8461 -1.9780 3.6099
H -0.9768 -2.4887 2.2043
H -1.9481 0.2975 4.4964
H -2.9136 1.7429 4.1098
H -0.3547 2.0858 2.9147
H -0.0627 1.6216 4.5581
H -0.3190 3.7691 5.1113
H -2.0362 3.6542 4.7952
H -1.2711 4.0519 2.2853
H -1.3099 5.4397 3.3844
H 1.1312 3.8001 2.5948
H 1.1190 4.9673 3.8741
H 0.9100 6.8011 2.4268
H 2.0137 5.7224 1.6397
H -0.8624 5.4748 0.7871
H 0.0312 6.8996 0.3488
H 1.6476 4.5789 -0.3594
H 1.0250 5.8737 -1.3309
H -1.2194 4.7924 -1.3773
H 0.0179 3.9886 -2.3086
H -0.7606 3.0260 0.4661
H -1.5666 2.5412 -1.0196
H -0.1102 0.8364 -0.7857
H 0.7640 1.8969 -1.8809
H 1.3985 0.9410 0.8247
H 1.5624 2.6692 0.7207
H 2.6038 2.0882 -2.5082
H 5.1942 1.4342 -2.7687
H 6.0274 0.6709 -0.3418
H 3.8881 0.8784 1.3080
H -3.2345 2.5335 1.9255
H -3.7892 1.9053 -0.4112
H -0.2551 -2.2053 -2.0333
H -0.7233 -0.4733 -2.0833
H -1.1589 -2.7166 -4.0496
H -2.3467 -1.4574 -4.0279
H -1.0678 -0.0784 -5.2452
H 0.3012 -2.7248 -5.6261
H -0.6393 -1.7112 -6.7765
H 0.9931 -1.2788 -6.3463
H 1.3733 0.3461 -4.8868
H 0.3821 0.6854 -3.5060
H 1.3259 -0.7823 -3.4914
C 4.9122 2.8066 4.9294
C 5.2029 1.4515 5.2577
C 4.0129 0.7763 5.2756
N 3.0184 1.6661 4.9785
C 3.5579 2.9050 4.7543
H 5.6187 3.6126 4.8265
H 6.1724 1.0252 5.4510
H 3.7819 -0.2566 5.4745
H 2.0426 1.4388 4.9235
H 2.9329 3.7421 4.4913
C 9.0643 1.4327 -5.0402
C 10.1254 1.8820 -4.2079
C 9.5987 2.1112 -2.9656
N 8.2636 1.8199 -3.0147
C 7.9300 1.4037 -4.2750
H 9.1282 1.1617 -6.0805
H 11.1555 2.0202 -4.4900
H 10.0581 2.4549 -2.0550
H 7.6247 1.9003 -2.2444
H 6.9191 1.1251 -4.5178
C -6.1401 2.5620 7.7244
C -5.0932 1.5996 7.7331
C -4.8955 1.2018 6.4384
N -5.7828 1.8824 5.6497
C -6.5440 2.7140 6.4257
H -6.5498 3.0802 8.5747
H -4.5500 1.2418 8.5915
H -4.2043 0.4947 6.0130
H -5.8664 1.7834 4.6552
H -7.3042 3.3385 5.9895
C -3.8209 1.1558 -7.4064
C -3.4701 2.4928 -7.7433
C -3.1995 3.1506 -6.5736
N -3.3729 2.2638 -5.5454
C -3.7504 1.0478 -6.0435
H -4.0932 0.3666 -8.0867
H -3.4237 2.9207 -8.7304
H -2.9004 4.1674 -6.3861
H -3.2470 2.4716 -4.5725
H -3.9359 0.2153 -5.3852
C -4.0297 -7.0195 -0.5141
C -3.0701 -6.2078 0.1518
C -2.2420 -7.0482 0.8451
N -2.6594 -8.3335 0.6236
C -3.7471 -8.3246 -0.2045
H -4.8341 -6.6812 -1.1470
H -2.9957 -5.1373 0.1246
H -1.3922 -6.8418 1.4726
H -2.2337 -9.1554 1.0089
H -4.2258 -9.2450 -0.4944
C 3.6834 -5.3372 -7.9568
C 4.2052 -4.0267 -8.1361
C 3.1450 -3.1956 -8.3786
N 2.0056 -3.9520 -8.3541
C 2.3240 -5.2573 -8.0965
H 4.2426 -6.2337 -7.7489
H 5.2395 -3.7302 -8.0914
H 3.1038 -2.1362 -8.5647
H 1.0775 -3.6018 -8.5018
H 1.5602 -6.0130 -8.0342
C 1.8056 5.8086 7.1875
C 0.9132 6.4809 8.0672
C 0.0740 5.5378 8.5963
N 0.4234 4.3241 8.0704
C 1.4783 4.4794 7.2118
H 2.5978 6.2503 6.6062
H 0.8924 7.5350 8.2865
H -0.7365 5.6260 9.2988
H -0.0269 3.4535 8.2815
H 1.9044 3.6367 6.6965
C -6.1198 -11.0849 -4.3672
C -7.0886 -10.4586 -3.5363
C -6.4292 -9.5421 -2.7613
N -5.1026 -9.5928 -3.0895
C -4.9053 -10.5275 -4.0678
H -6.2955 -11.8547 -5.0995
H -8.1467 -10.6577 -3.5122
H -6.7888 -8.8614 -2.0084
H -4.3824 -9.0265 -2.6759
H -3.9229 -10.7152 -4.4653
```

Results
structure (SMILES)	CCCCCc1c(CCCCCCCCCCCCn2cccc2)ccc2c1C(=O)N(CCC(C)C)C2=O.c1cc[nH]c1.c1cc[nH]c1.c1cc[nH]c1.c1cc[nH]c1.c1cc[nH]c1.c1cc[nH]c1.c1cc[nH]c1.c1cc[nH]c1
HOMO-LUMO gap	7.65	eV

Density functional theory data (ωB97M-V/def2-TZVPD) for an isolated ion of composition C5H6N and charge +1.

```
12
C5H6N (ωB97M-V/def2-TZVPD)
C 0.4103 1.4117 1.6720
C -0.6960 -0.7209 -0.4294
C 0.6309 0.1444 -0.7475
C -0.3724 -0.4733 1.0075
C 0.8016 0.4342 0.7287
N -0.7349 0.8825 1.4884
H 0.7623 2.2960 2.1738
H -1.5138 -0.0343 -0.7365
H -0.5460 -1.6970 -0.6631
H 1.2817 -0.7349 -0.9909
H 0.3934 1.0050 -1.3479
H -0.3747 -1.1385 1.9602
```

Results
multiplicity	3
charge	+1
ΔE to the lowest compared entry with this formula, charge and spin	105.4	kcal per mole
HOMO-LUMO gap (alpha / beta)	7.63 / 7.36	eV
⟨S²⟩	2.029

Density functional theory data (ωB97M-V/def2-TZVPD) for one molecule with the formula C4H10N4.

```
18
C4H10N4 (ωB97M-V/def2-TZVPD)
H 1.9844 2.9252 -0.9988
N 0.9423 3.0013 -1.0134
N 0.3829 1.9908 -0.6329
C 1.1053 0.8885 -0.0681
C 0.5680 -0.4509 -0.5240
C -0.7554 -0.5210 0.2515
C -0.9933 -1.8668 0.9074
N -1.8444 -0.1191 -0.5780
N 2.2202 1.1426 0.5036
H 2.7636 0.3240 0.7632
H 0.3662 -0.4824 -1.5940
H 1.2534 -1.2401 -0.2117
H -0.4471 0.3047 1.0772
H -0.1693 -2.1223 1.5697
H -1.0772 -2.6323 0.1364
H -1.9232 -1.8571 1.4725
H -1.6590 0.7882 -0.9954
H -2.7173 -0.0733 -0.0652
```

Results
structure (SMILES)	[H]/N=N\C(C[C@H](C)N)=N\[H]
ΔE to the lowest compared entry with this formula, charge and spin	60.3	kcal per mole
HOMO-LUMO gap	9.31	eV

Density functional theory data (ωB97M-V/def2-TZVPD) for C3HO2V as an isolated structure.

```
7
C3HO2V (ωB97M-V/def2-TZVPD)
C -0.4710 0.1936 0.7168
O 0.4126 0.8606 1.1697
O -0.2600 -0.4099 -0.5750
C 0.8698 -0.2199 -1.1990
C 1.9479 0.0671 -1.6645
H 2.8905 0.3782 -2.0750
V -2.2728 -0.3046 1.4569
```

Results
multiplicity	4
charge	+1
ΔE to the lowest compared entry with this formula, charge and spin	54.5	kcal per mole
HOMO-LUMO gap (alpha / beta)	5.47 / 5.86	eV
⟨S²⟩	3.796

Values for total energy, eV, ordered as above
-103568.305, -5749.675, -25370.786, -29754.173, -48078.222, -30413.128, -27681.836, -63733.810, -88928.595, -6756.349, -10268.237, -32895.731